The following is a quantum chemistry calculation of a single C19H24N4O4 molecule, from the Open Molecules 2025 dataset.

Calculated values
energy above the lowest of the compared OMol25 structures with the same formula, charge and spin: 222.4 kJ/mol
E_tot: -34243.628 eV
lowest unoccupied orbital energy: 0.7 eV
strongest force on any atom: 1.3 eV/Å
charge: 0
HOMO energy: -0.3218 Eh
2S+1: 1
SMILES: CCc1nc(CNC(=O)[C@@H]2CCC(=O)N(Cc3cccc(OC)c3)C2)no1
gap between HOMO and LUMO: 0.3482 Eh

Positions of all 51 atoms, in Å:
C1 1.5263 -3.2409 2.3208
H1 2.5378 -3.5072 2.6146
H2 0.8847 -4.1105 2.4439
H3 1.1665 -2.4514 2.9754
C2 1.5160 -2.7662 0.8728
C3 0.1698 -2.3369 0.4419
N1 -0.0966 -1.4842 -0.5033
C4 -1.4554 -1.4083 -0.4894
N2 -1.9956 -2.1743 0.4153
O1 -0.9407 -2.7941 1.0225
C5 -2.1670 -0.4856 -1.4127
N3 -1.2606 0.5640 -1.8167
C6 -0.7136 0.5747 -3.0539
O2 -1.1377 -0.1005 -3.9680
C7 0.4538 1.5420 -3.2706
C8 0.7893 2.4632 -2.1040
N4 1.3932 1.7665 -0.9841
C9 2.1048 0.6172 -1.0726
O3 2.6815 0.1521 -0.1041
C10 2.1042 -0.1083 -2.3999
C11 1.7081 0.7304 -3.6060
H4 1.5084 0.0806 -4.4588
H5 2.5166 1.4137 -3.8765
H6 1.3949 -0.9309 -2.2661
H7 3.0920 -0.5519 -2.5354
C12 1.2968 2.4213 0.3175
C13 0.0732 1.9254 1.0461
C14 -1.1675 2.5341 0.8704
C15 -2.2900 1.9914 1.4670
C16 -2.2017 0.8526 2.2494
C17 -0.9626 0.2531 2.4521
C18 0.1673 0.7940 1.8370
H8 1.1203 0.3102 1.9786
O4 -0.7473 -0.8469 3.2196
C19 -1.8552 -1.4838 3.8151
H9 -2.5657 -1.8327 3.0602
H10 -2.3617 -0.8221 4.5248
H11 -1.4472 -2.3408 4.3481
H12 -3.0953 0.4474 2.6956
H13 -3.2527 2.4600 1.3250
H14 -1.2554 3.4343 0.2794
H15 2.1954 2.1601 0.8810
H16 1.2598 3.5026 0.1661
H17 1.4890 3.2347 -2.4613
H18 -0.1122 2.9758 -1.7556
H19 0.1825 2.1561 -4.1361
H20 -0.7584 0.9920 -1.0528
H21 -3.0509 -0.0719 -0.9195
H22 -2.4750 -1.0183 -2.3193
H23 2.1841 -1.9140 0.7195
H24 1.8496 -3.5678 0.2070

Listed below, in e, are the Löwdin charges computed for each atom: C -0.08; H 0.08; H 0.08; H 0.06; C -0.14; C -0.33; N 0.22; C -0.31; N 0.14; O 0.03; C -0.08; N 0.10; C -0.46; O 0.07; C -0.20; C -0.12; N -0.04; C -0.45; O 0.04; C -0.08; C -0.14; H 0.12; H 0.12; H 0.11; H 0.13; C -0.09; C -0.20; C -0.07; C -0.07; C -0.02; C -0.27; C 0.05; H 0.13; O -0.10; C -0.08; H 0.09; H 0.10; H 0.10; H 0.11; H 0.11; H 0.11; H 0.13; H 0.13; H 0.14; H 0.12; H 0.16; H 0.09; H 0.13; H 0.13; H 0.10; H 0.13

The following is a quantum chemistry calculation of a molecular structure, C19H24N4O5PPdS, from the Open Molecules 2025 dataset.

Calculated values
energy above the lowest of the compared OMol25 structures with the same formula, charge and spin: 0.0 kJ/mol
E_tot: -59886.034 eV
lowest unoccupied orbital energy (spin up / spin down): -4.2 / -6.2 eV
<S²>: 6.057
strongest force on any atom: 0.7 eV/Å
charge: +1
HOMO energy (spin up / spin down): -0.3983 / -0.4147 Eh
2S+1: 5
gap between HOMO and LUMO (spin up / spin down): 0.2431 / 0.1869 Eh

Positions of all 55 atoms, in Å:
Pd1 -0.3198 -0.1735 0.0895
C1 3.4362 1.8246 -1.3849
C2 2.3660 0.9050 -0.9214
N1 1.1208 1.3126 -0.6772
N2 0.8880 2.5812 -0.6943
C3 -0.4553 2.9481 -0.3854
N3 -0.5628 4.2684 -0.3787
S1 -1.7339 1.9138 -0.1012
C4 2.6386 -0.5083 -0.6835
C5 3.8850 -1.0704 -0.9564
C6 4.1036 -2.4083 -0.6596
C7 3.0793 -3.1460 -0.0939
C8 1.8598 -2.5217 0.1433
N4 1.6450 -1.2487 -0.1456
H1 3.0731 2.8418 -1.4713
H2 3.8066 1.4931 -2.3577
H3 4.2788 1.8034 -0.6914
H4 0.2525 4.8317 -0.5634
H5 -1.4343 4.7128 -0.1419
H6 4.6768 -0.4762 -1.3871
H7 5.0643 -2.8601 -0.8623
H8 3.2061 -4.1867 0.1656
H9 1.0260 -3.0554 0.5851
O1 -0.2092 -1.8756 6.2093
C9 -0.2455 -1.5221 5.0704
C10 -0.7325 -2.3434 3.8710
O2 -1.1238 -3.4815 3.8868
C11 -0.6027 -1.4702 2.6735
C12 -0.0114 -0.1947 3.0354
O3 0.2707 0.7111 2.2307
C13 0.2195 -0.1635 4.5203
O4 0.6767 0.7480 5.1508
O5 -0.9254 -1.7954 1.5010
C14 -4.4660 -2.1488 -1.5084
C15 -3.3702 -1.5165 -0.6590
P1 -1.7589 -1.2846 -1.4880
C16 -2.1141 -0.3532 -3.0275
C17 -0.8993 0.3489 -3.6234
C18 -1.2277 -2.9687 -1.9672
C19 -0.0110 -3.0124 -2.8842
H10 -5.3887 -2.2124 -0.9330
H11 -4.2069 -3.1603 -1.8191
H12 -4.6753 -1.5603 -2.4017
H13 -3.1698 -2.1057 0.2400
H14 -3.6809 -0.5258 -0.3111
H15 -2.8775 0.3841 -2.7621
H16 -2.5749 -1.0278 -3.7547
H17 -0.4342 0.9999 -2.8800
H18 -1.1929 0.9637 -4.4729
H19 -0.1478 -0.3596 -3.9684
H20 -2.0682 -3.4800 -2.4436
H21 -1.0412 -3.4923 -1.0245
H22 -0.2692 -2.6884 -3.8917
H23 0.3738 -4.0287 -2.9578
H24 0.7942 -2.3697 -2.5240

Listed below, in e, are the Löwdin charges computed for each atom: Pd 0.72; C 0.00; C -0.18; N -0.06; N 0.08; C -0.80; N 0.13; S 0.74; C -0.21; C 0.02; C -0.01; C 0.00; C -0.10; N 0.04; H 0.08; H 0.11; H 0.11; H 0.13; H 0.12; H 0.12; H 0.12; H 0.12; H 0.12; O 0.20; C -0.23; C -0.26; O 0.17; C -0.26; C -0.27; O -0.01; C -0.24; O 0.18; O -0.08; C -0.13; C -0.39; P 0.89; C -0.39; C -0.15; C -0.37; C -0.14; H 0.08; H 0.07; H 0.07; H 0.08; H 0.07; H 0.08; H 0.09; H 0.03; H 0.08; H 0.06; H 0.08; H 0.08; H 0.07; H 0.08; H 0.05

The following is a quantum chemistry calculation of a molecular structure, C19H24O2SSb2Zn, from the Open Molecules 2025 dataset.

Calculated values
energy above the lowest of the compared OMol25 structures with the same formula, charge and spin: 0.0 kJ/mol
E_tot: -96515.514 eV
lowest unoccupied orbital energy: 0.1 eV
strongest force on any atom: 2.1 eV/Å
charge: 0
HOMO energy: -0.2787 Eh
2S+1: 1
gap between HOMO and LUMO: 0.2821 Eh

Positions of all 49 atoms, in Å:
Zn1 0.1921 -1.7701 0.6793
O1 3.3464 -0.5953 -0.2035
C1 2.7465 -1.4165 0.4483
O2 1.8842 -2.2583 -0.0879
C2 3.0584 -1.4780 1.9505
C3 4.4141 -1.3348 2.2329
C4 4.8984 -1.3176 3.5265
C5 4.0180 -1.4988 4.6017
C6 2.6600 -1.6285 4.3271
C7 2.1966 -1.6862 3.0335
S1 0.4223 -1.9261 2.8824
H1 5.0689 -1.0759 1.3862
H2 5.9465 -1.1258 3.7572
H3 4.3801 -1.4528 5.5842
H4 1.9446 -1.7175 5.1055
C8 -3.2084 -2.1004 1.7624
Sb1 -2.1987 -1.4219 0.0313
C9 -3.5480 -2.3616 -1.3123
C10 -2.8315 0.5964 -0.1903
C11 -2.6371 1.1251 -1.6109
C12 -3.5183 0.7156 -2.6242
C13 -3.2791 0.9911 -3.9558
C14 -2.1446 1.6639 -4.3363
C15 -1.2801 2.1365 -3.3673
C16 -1.5017 1.9296 -1.9954
C17 -0.5723 2.5044 -0.9897
Sb2 0.9666 1.2225 -0.2062
C18 2.1343 1.3023 -2.0617
C19 2.1645 2.5449 0.9892
H5 -4.2555 -1.7896 1.8333
H6 -2.6670 -1.7805 2.6561
H7 -3.2395 -3.1828 1.6628
H8 -4.5765 -2.0669 -1.1087
H9 -3.4455 -3.4530 -1.3010
H10 -3.3867 -2.0599 -2.3287
H11 -2.3693 1.2984 0.5379
H12 -3.8802 0.5728 0.0425
H13 -4.4167 0.1825 -2.3380
H14 -4.0302 0.7541 -4.7075
H15 -2.0450 1.8532 -5.3789
H16 -0.4090 2.6701 -3.6983
H17 -1.0841 2.9740 -0.1413
H18 -0.0463 3.3507 -1.4818
H19 1.8560 2.1873 -2.6227
H20 1.9058 0.4463 -2.6614
H21 3.1920 1.2207 -1.8069
H22 2.6270 3.3080 0.3649
H23 2.9960 1.9298 1.3875
H24 1.5519 3.0184 1.7335

Listed below, in e, are the Löwdin charges computed for each atom: Zn 0.21; O -0.01; C -0.68; O -0.19; C -0.16; C -0.04; C -0.08; C -0.07; C -0.14; C -0.59; S 0.54; H 0.12; H 0.10; H 0.08; H 0.08; C -0.31; Sb 1.36; C -0.29; C -0.31; C -0.26; C -0.08; C -0.10; C -0.09; C -0.04; C -0.27; C -0.38; Sb 1.40; C -0.27; C -0.29; H 0.02; H -0.01; H 0.01; H 0.02; H 0.02; H -0.01; H 0.07; H 0.06; H 0.10; H 0.11; H 0.10; H 0.10; H 0.06; H 0.07; H -0.01; H 0.00; H 0.00; H 0.01; H 0.01; H -0.01

The following is a quantum chemistry calculation of a molecular structure, C19H25BN4OSiV, from the Open Molecules 2025 dataset.

Calculated values
E_tot: -62357.726 eV
lowest unoccupied orbital energy (spin up / spin down): 0.3 / -0.2 eV
<S²>: 0.756
strongest force on any atom: 3.0 eV/Å
charge: 0
HOMO energy (spin up / spin down): -0.2498 / -0.2311 Eh
2S+1: 2
gap between HOMO and LUMO (spin up / spin down): 0.2614 / 0.2231 Eh

Positions of all 52 atoms, in Å:
V1 -0.4825 -0.6025 0.1861
C1 3.5090 -1.7092 1.6331
Si1 2.6930 -1.5490 -0.1087
C2 3.9430 -1.2160 -1.5337
C3 2.1301 -3.3243 -0.5193
N1 1.4258 -0.3509 -0.0030
C4 1.8164 0.9481 0.1692
C5 3.1363 1.3945 0.3288
C6 3.4463 2.7312 0.4775
C7 2.4478 3.6893 0.4925
C8 1.1251 3.2887 0.3750
C9 0.8222 1.9503 0.2137
O1 -0.4693 1.4566 0.1685
C10 -1.4952 2.3490 -0.0905
C11 -1.5303 3.0691 -1.2792
C12 -2.5574 3.9689 -1.5016
C13 -3.5455 4.1485 -0.5471
C14 -3.5219 3.4088 0.6234
C15 -2.4978 2.5077 0.8577
H1 3.9674 -2.6850 1.7626
H2 2.7541 -1.5963 2.4099
H3 4.2703 -0.9597 1.8220
H4 4.6793 -2.0121 -1.5824
H5 4.4815 -0.2784 -1.4590
H6 3.4118 -1.1956 -2.4807
H7 3.0111 -3.9108 -0.7582
H8 1.4698 -3.3568 -1.3755
H9 1.6408 -3.8085 0.3150
H10 3.9338 0.6763 0.3452
H11 4.4830 3.0220 0.5743
H12 2.6865 4.7362 0.5975
H13 0.3300 4.0189 0.4180
H14 -0.7585 2.9096 -2.0193
H15 -2.5864 4.5333 -2.4213
H16 -4.3391 4.8591 -0.7196
H17 -4.2998 3.5398 1.3592
H18 -2.4769 1.9113 1.7622
B1 -4.9023 -0.3318 -0.1369
C16 -3.3826 -0.4473 -0.3168
N2 -2.2241 -0.4744 -0.4592
H19 -5.1299 -0.3694 1.0409
H20 -5.1869 0.7346 -0.6101
H21 -5.4181 -1.2437 -0.7190
N3 -1.4880 -4.4785 -0.3501
C17 -1.4160 -4.4862 1.0105
C18 -0.9224 -3.2642 1.3679
N4 -0.7017 -2.5178 0.2483
C19 -1.0515 -3.2737 -0.7735
H22 -1.8201 -5.2274 -0.9354
H23 -1.7076 -5.3359 1.5948
H24 -0.6979 -2.8773 2.3481
H25 -1.0072 -2.9677 -1.8022

Listed below, in e, are the Löwdin charges computed for each atom: V 0.88; C -0.16; Si 0.49; C -0.16; C -0.18; N -0.20; C -0.31; C -0.05; C -0.09; C -0.09; C -0.01; C -0.20; O -0.13; C -0.29; C -0.01; C -0.07; C -0.08; C -0.06; C 0.00; H 0.02; H 0.02; H 0.01; H 0.02; H 0.01; H 0.03; H 0.03; H 0.01; H 0.01; H 0.06; H 0.10; H 0.10; H 0.12; H 0.13; H 0.11; H 0.10; H 0.11; H 0.13; B -0.42; C -0.16; N 0.00; H 0.01; H 0.01; H 0.00; N 0.09; C -0.07; C -0.12; N -0.12; C -0.18; H 0.16; H 0.12; H 0.11; H 0.14